No. 1
H41O20 | ωB97M-V with the def2-TZVPD basis set

The gap between HOMO and LUMO is 10.820 eV. The HOMO energy is -13.3 eV. As for the charge: +1. The LUMO energy comes out at -2.5 eV. The energy relative to the best compared isomer or geometry (same formula, charge and spin) comes out at 93.0 kcal per mole. As for the spin multiplicity: 1.

Each line ends with the natural charge from an NBO analysis.
Cartesian coordinates (Å):
O1 -1.78124 -1.70286 0.23603  -0.99
H1 -2.31158 -2.44725 0.62238  0.51
O2 1.95678 1.13109 0.16724  -1.00
H2 1.47339 0.30640 0.32408  0.49
H3 2.51464 0.97298 0.96890  0.49
O3 -1.86396 2.48874 3.87386  -0.99
H4 -1.87229 1.53190 3.97266  0.49
H5 -2.05837 3.08216 4.60994  0.50
O4 3.07712 0.02016 -2.75694  -0.96
H6 3.69209 0.21029 -3.49769  0.49
H7 3.27950 0.58630 -2.03124  0.49
O5 4.40087 1.18592 1.74138  -0.95
H8 0.89170 -1.41572 1.90309  0.49
H9 5.14446 1.23745 1.12004  0.48
O6 0.93680 -1.18199 0.97437  -0.95
H10 -0.39930 -4.12796 -2.53929  0.46
H11 0.37287 -1.85554 0.55075  0.49
O7 -0.01512 -3.35915 -2.42434  -0.91
H12 0.28935 -3.46238 -1.50745  0.46
H13 2.67595 4.03019 -1.38522  0.48
O8 -4.73830 0.07083 -1.53018  -0.93
H14 -4.00979 -0.54291 -1.49832  0.50
H15 -4.49208 0.59736 -2.31315  0.49
O9 -3.91488 1.75654 0.27211  -0.87
H16 -3.56586 2.45597 -0.44616  0.55
H17 4.84664 0.91387 2.54387  0.48
O10 -1.78998 -1.14643 -3.02183  -1.03
H18 -2.06275 -1.91103 -3.44346  0.49
H19 -0.82526 -0.81441 -2.90578  0.54
O11 0.35682 2.00946 2.06850  -0.95
H20 0.06932 2.91285 2.00789  0.48
H21 1.23087 2.07124 1.66509  0.49
O12 2.59491 -2.03207 3.63687  -0.97
H22 2.31105 -2.68103 4.34367  0.51
H23 2.94906 -1.27316 4.16326  0.48
O13 3.85748 -3.85567 -1.23036  -0.90
H24 4.38305 -3.77681 -0.46177  0.46
H25 3.57221 -4.64333 -1.15172  0.44
O14 -0.91563 3.26210 -4.43376  -0.95
H26 -0.13569 3.60864 -4.72680  0.47
H27 -0.58243 2.38945 -4.10922  0.48
O15 -1.49407 0.84469 0.48514  -0.99
H28 -0.80962 1.41634 0.89372  0.51
H29 -1.04204 0.00553 0.59948  0.51
O16 -2.89189 3.09010 -1.63603  -0.97
H30 -2.18255 3.84514 -1.72740  0.53
H31 -2.74747 2.65352 -2.54746  0.52
O17 -2.28026 -3.95655 2.02734  -0.97
H32 -1.83007 -4.67559 2.42604  0.49
H33 -2.74803 -3.42812 2.68749  0.49
O18 3.12383 4.02751 -0.48801  -0.95
H34 -3.02372 1.19870 0.47169  0.55
H35 3.88519 3.47171 -0.48775  0.47
O19 0.45101 -2.97381 4.34416  -0.97
H36 -0.20959 -3.42694 3.88362  0.47
H37 0.82444 -2.20794 3.69685  0.48
O20 0.45732 0.70365 -2.46307  -1.00
H38 1.18160 0.19360 -2.95348  0.51
H39 0.89232 1.08217 -1.75858  0.48
H40 -1.38324 -2.07966 -0.58217  0.49
H41 -4.40894 0.93792 -0.12039  0.55

No. 2
H41O21 | ωB97M-V with the def2-TZVPD basis set

The gap between HOMO and LUMO is 9.522 eV. The HOMO energy is -7.6 eV. As for the charge: -1. The LUMO energy comes out at 1.9 eV. The energy relative to the best compared isomer or geometry (same formula, charge and spin) comes out at 78.7 kcal per mole. As for the spin multiplicity: 1.

Each line ends with the natural charge from an NBO analysis.
Cartesian coordinates (Å):
O1 0.75452 -2.70591 3.63101  -0.96
H1 0.98079 -1.81348 3.39019  0.47
H2 -0.15792 -2.94415 3.78811  0.49
O2 -0.33325 -0.41017 -1.39892  -1.11
H3 -1.35905 0.02441 -1.23516  0.51
H4 0.09684 -0.09984 -2.21213  0.48
O3 -0.55527 3.52475 -3.47386  -0.94
H5 -0.67726 2.94489 -4.23703  0.49
H6 -0.81600 2.91712 -2.77901  0.48
O4 1.99581 2.89826 -3.05227  -1.00
H7 1.09768 3.21496 -2.82030  0.51
H8 2.69699 3.23164 -2.49169  0.47
O5 2.47247 -1.90904 -3.23898  -0.95
H9 3.12433 -2.49198 -2.84831  0.47
H10 1.86805 -1.71966 -2.51311  0.48
O6 -0.45796 -3.09439 -1.19246  -1.01
H11 0.10934 -3.53900 -0.57046  0.47
H12 -0.32052 -2.10756 -1.22331  0.51
O7 1.45977 0.65113 -4.33970  -0.97
H13 2.05637 -0.07053 -4.59456  0.47
H14 2.13105 1.13753 -3.81293  0.49
O8 -2.88410 2.00571 -2.70266  -0.99
H15 -3.44088 1.44510 -3.24810  0.47
H16 -2.49716 1.36393 -2.05664  0.49
O9 -2.35088 -3.41939 2.68467  -0.96
H17 -1.66189 -3.57816 2.02979  0.49
H18 -3.12623 -3.15203 2.19437  0.47
O10 -1.31988 -0.46584 4.77352  -0.98
H19 -0.49971 -0.60660 4.30938  0.49
H20 -2.16974 -0.78025 4.48098  0.49
O11 -2.12025 2.15964 0.72650  -1.03
H21 1.28847 3.09109 0.81765  0.48
H22 -3.02782 2.14929 1.00669  0.48
O12 2.13734 2.66057 3.99840  -0.96
H23 1.73242 2.07026 4.65740  0.46
H24 1.38111 2.52412 3.39025  0.50
O13 -3.02999 -2.68416 -1.76964  -0.95
H25 -2.88741 -2.18482 -0.97082  0.47
H26 -2.60743 -2.20237 -2.47948  0.48
O14 -0.56997 5.23313 1.97543  -0.98
H27 -0.18019 4.38070 2.21337  0.50
H28 -0.77795 5.29666 1.06237  0.47
O15 1.82368 -3.98000 1.62902  -0.94
H29 2.60344 -3.47624 1.88864  0.46
H30 1.58651 -3.38040 0.89537  0.48
O16 0.73054 2.78455 1.53916  -0.96
H31 -0.01964 2.39979 1.08241  0.50
O17 -0.21714 -3.90460 -3.86276  -0.97
H32 -0.34036 -4.08486 -2.90820  0.49
H33 0.50578 -3.27440 -3.73170  0.46
O18 -0.44981 0.40239 2.09227  -0.99
H34 -1.21055 0.06372 2.55825  0.48
H35 -0.71068 0.78239 1.25386  0.50
O19 4.59680 1.48457 2.38220  -0.96
H36 4.12261 1.32088 1.57726  0.46
H37 3.93966 1.67550 3.05686  0.49
O20 1.25473 -1.48702 0.65212  -1.01
H38 0.91318 -1.09959 -0.15984  0.50
H39 1.14434 -0.83370 1.34840  0.49
O21 -2.54921 0.19397 -0.81405  -1.20
H40 -3.19042 -0.16236 -0.21480  0.48
H41 -2.08807 1.62986 -0.13301  0.50

No. 3
H42O21 | ωB97M-V with the def2-TZVPD basis set

The gap between HOMO and LUMO is 10.328 eV. The HOMO energy is -10.8 eV. The LUMO energy comes out at -0.5 eV. The energy relative to the best compared isomer or geometry (same formula, charge and spin) comes out at 276.1 kcal per mole. As for the spin multiplicity: 1.

Each line ends with the natural charge from an NBO analysis.
Cartesian coordinates (Å):
O1 -1.64318 3.81886 1.50521  -0.94
H1 -2.42109 3.46075 1.81682  0.49
H2 -0.83525 3.51886 1.90744  0.49
O2 3.02307 1.93378 -2.97624  -0.93
H3 2.89993 1.98662 -1.99113  0.47
H4 2.70480 1.06870 -2.98944  0.46
O3 -0.19856 2.24568 -0.15386  -1.02
H5 -0.70111 2.38623 -1.01001  0.52
H6 -0.73137 2.77736 0.51584  0.48
O4 -1.04547 1.81597 -3.28635  -0.98
H7 -0.08686 2.13897 -3.29082  0.49
H8 -1.39267 2.24277 -4.21480  0.49
O5 -2.67179 -0.09363 4.11768  -0.93
H9 -2.12662 0.71684 4.15803  0.46
H10 -2.24616 -0.49862 3.28718  0.47
O6 1.17243 1.60791 3.80398  -0.95
H11 1.19759 1.38142 2.97911  0.46
H12 0.67530 1.00142 4.38822  0.48
O7 -0.95297 4.93708 -1.37057  -0.93
H13 -0.32005 4.36686 -1.03613  0.46
H14 -1.60086 5.04645 -0.75220  0.47
O8 -1.76326 -4.04041 -0.42262  -0.93
H15 -2.33074 -3.28183 -0.79189  0.46
H16 -1.50539 -3.64026 0.41168  0.47
O9 -3.60182 1.21064 2.06489  -0.89
H17 -3.53488 0.81201 1.30539  0.42
H18 -4.22495 1.93314 1.96406  0.47
O10 0.96074 0.30559 1.16783  -1.00
H19 0.35447 1.02459 0.92766  0.51
H20 0.66179 -0.52297 0.87518  0.48
O11 3.68074 -1.08852 2.50909  -0.96
H21 4.68275 -1.21056 2.45956  0.47
H22 3.67015 -0.18007 2.15814  0.49
O12 3.20702 -0.80281 -3.31346  -0.96
H23 3.17689 -1.74849 -3.46291  0.49
H24 2.84720 -0.44004 -4.18418  0.48
O13 -2.93130 0.68580 -0.83114  -0.97
H25 -3.44929 0.48820 0.00268  0.43
H26 -3.21054 0.13863 -1.64021  0.52
O14 2.45681 -2.80620 1.29536  -0.95
H27 3.46336 -3.20732 1.28658  0.47
H28 2.80354 -2.01278 1.32052  0.46
O15 3.59360 1.36161 0.87820  -0.99
H29 3.72682 2.16595 1.38616  0.49
H30 2.73649 0.93945 0.97115  0.50
O16 -1.39496 -3.11892 -4.01608  -0.94
H31 -0.73060 -2.50579 -4.23528  0.47
H32 -1.10842 -3.67935 -3.28579  0.48
O17 -0.76949 -1.92841 1.51569  -0.98
H33 -1.02193 -2.56938 2.23634  0.49
H34 0.20381 -2.13519 1.42193  0.49
O18 0.01721 -0.82350 -2.76756  -0.93
H35 -0.34028 -0.31935 -1.81649  0.48
H36 0.80565 -0.80789 -2.49718  0.45
O19 -2.76730 -0.91100 -3.33958  -0.95
H37 -2.32386 -0.03274 -3.51521  0.48
H38 -2.04923 -1.39625 -2.97848  0.48
O20 0.60413 -1.21789 4.82251  -0.93
H39 -0.26353 -1.32948 5.22646  0.48
H40 0.60596 -0.74837 4.10748  0.45
O21 0.92090 -3.90539 -1.48304  -0.91
H41 0.79445 -3.14811 -0.85003  0.46
H42 0.64813 -3.36659 -2.29134  0.45

No. 4
H43O21 | ωB97M-V with the def2-TZVPD basis set

The gap between HOMO and LUMO is 10.215 eV. The HOMO energy is -13.1 eV. As for the charge: +1. The LUMO energy comes out at -2.9 eV. The energy relative to the best compared isomer or geometry (same formula, charge and spin) comes out at 116.5 kcal per mole. As for the spin multiplicity: 1.

Each line ends with the natural charge from an NBO analysis.
Cartesian coordinates (Å):
O1 0.24128 -0.79378 4.89752  -0.93
H1 1.19521 -1.04100 4.76949  0.47
H2 -0.00738 -1.72389 4.91105  0.46
O2 0.25556 -3.02180 -1.41847  -0.93
H3 -0.53804 -2.51324 -1.18646  0.46
H4 -0.17723 -3.83730 -1.19531  0.47
O3 -0.16994 4.58776 -1.20862  -0.93
H5 -0.09209 4.15287 -0.31270  0.47
H6 0.78439 4.53030 -1.41496  0.47
O4 1.21394 2.34620 -2.90587  -0.96
H7 -3.26062 -0.02782 4.08413  0.50
H8 0.06469 0.74636 -5.38721  0.51
O5 -1.29831 -0.36102 -3.05453  -0.98
H9 -1.59338 0.46624 -2.67574  0.49
H10 -1.60535 -1.08584 -2.50169  0.49
O6 -3.01746 -0.93610 3.99481  -0.99
H11 0.85118 2.92540 -3.58010  0.49
H12 -2.14316 -1.27770 4.00456  0.49
O7 -3.43679 1.23238 1.45437  -0.95
H13 -3.70411 0.72920 0.67602  0.47
H14 -4.18435 1.78040 1.75522  0.48
O8 -0.67803 -1.41792 1.73716  -0.96
H15 0.11495 -1.71077 2.15039  0.47
H16 -1.42507 -1.97950 2.03317  0.47
O9 -3.54469 -2.57271 -1.73655  -0.96
H17 -3.94949 -3.41337 -1.99024  0.49
H18 -4.20512 -2.21093 -1.10361  0.47
O10 0.69024 0.71522 1.85945  -0.94
H19 -0.11877 1.06041 1.46728  0.46
H20 0.92051 1.34793 2.53022  0.48
O11 -1.73691 -3.88639 2.36520  -0.93
H21 -2.60100 -4.14657 2.77929  0.49
H22 -2.07368 -3.32458 1.66623  0.45
O12 -0.94061 1.56211 -0.68937  -0.98
H23 -1.87355 1.43274 -0.43938  0.50
H24 -0.39230 0.88573 -0.10324  0.48
O13 3.67272 1.05855 -1.34516  -0.96
H25 4.08428 1.02539 -0.49080  0.50
H26 3.67641 0.08281 -1.51707  0.45
O14 3.07833 -1.91369 -1.78883  -0.98
H27 2.82971 -2.68515 -1.28442  0.54
H28 3.73469 -1.99148 -2.45872  0.50
O15 1.40391 -0.27117 -2.98633  -0.87
H29 1.63206 0.66350 -2.96845  0.55
H30 2.02056 -0.88150 -2.52700  0.55
O16 -1.63495 4.13445 2.58435  -0.94
H31 0.56320 2.45809 -2.21941  0.50
O17 3.55636 1.64617 1.24389  -0.96
H32 4.02474 2.21656 1.94711  0.49
H33 2.69331 2.00001 1.10399  0.48
O18 1.93093 -3.91977 0.76143  -0.95
H34 1.48012 -3.24251 1.28188  0.47
H35 1.67299 -4.75129 1.19572  0.48
O19 0.60165 -0.11133 -5.34313  -0.88
H36 0.95038 -0.30799 -3.99940  0.53
H37 -0.07998 -0.79687 -5.16190  0.52
O20 -3.23242 3.33744 -0.50509  -0.93
H38 -3.86747 2.93193 0.10595  0.46
H39 -2.74158 3.89498 0.14198  0.47
O21 3.46826 -1.03589 1.85596  -0.95
H40 4.00846 -1.62972 1.30267  0.47
H41 2.63474 -0.87549 1.42475  0.47
H42 -1.16284 3.75617 3.32430  0.48
H43 -1.72344 3.46229 1.92207  0.46

No. 5
H4INP2 | ωB97M-V with the def2-TZVPD basis set

The gap between HOMO and LUMO (alpha / beta) is 6.611 / 6.603 eV. The HOMO energy (alpha / beta) is -9.0 / -9.0 eV. The LUMO energy (alpha / beta) comes out at -2.4 / -2.4 eV. The energy relative to the best compared isomer or geometry (same formula, charge and spin) comes out at 23.4 kcal per mole. As for the spin multiplicity: 1.

Each line ends with the natural charge from an NBO analysis.
Cartesian coordinates (Å):
N1 1.03440 1.76691 0.20086  -1.06
P1 0.81791 -1.38518 -0.06171  0.07
P2 0.05700 0.56316 -0.22417  1.02
I1 -3.05453 -0.12545 0.06383  -0.44
H1 1.35563 1.71955 1.18794  0.38
H2 0.16904 -1.21058 1.10183  0.00
H3 -0.24361 -2.08255 -0.68378  0.04
H4 -0.13583 0.75415 -1.58480  -0.02

No. 6
H4N2O | ωB97M-V with the def2-TZVPD basis set

The gap between HOMO and LUMO (alpha / beta) is 8.637 / 8.637 eV. The HOMO energy (alpha / beta) is -9.1 / -9.1 eV. The LUMO energy (alpha / beta) comes out at -0.5 / -0.5 eV. The energy relative to the best compared isomer or geometry (same formula, charge and spin) comes out at 41.0 kcal per mole. As for the spin multiplicity: 1.

Each line ends with the natural charge from an NBO analysis.
Cartesian coordinates (Å):
N1 -1.16357 -0.25127 0.34070  -0.01
O1 -1.08763 0.26656 -0.81940  -0.33
H1 -1.87112 -0.93811 0.35084  0.28
N2 1.11857 -0.69840 0.33367  -1.08
H2 1.08105 -0.28170 1.25210  0.37
H3 1.96542 -1.31024 0.24311  0.38
H4 0.73839 -0.07245 -0.35172  0.39

No. 7
H4N2O2P | ωB97M-V with the def2-TZVPD basis set

The gap between HOMO and LUMO is 8.938 eV. The HOMO energy is -4.5 eV. As for the charge: -1. The LUMO energy comes out at 4.5 eV. The energy relative to the best compared isomer or geometry (same formula, charge and spin) comes out at 25.9 kcal per mole. As for the spin multiplicity: 1.

Each line ends with the natural charge from an NBO analysis.
Cartesian coordinates (Å):
N1 0.52195 -1.18589 0.99481  -1.21
P1 0.33757 0.50416 0.17800  2.33
N2 -0.39173 0.56434 -1.44800  -1.20
O1 1.73218 0.86479 -0.12283  -1.17
O2 -0.52888 1.29242 1.12475  -1.20
H1 -0.10368 -1.96266 0.74484  0.35
H2 0.19371 -0.74786 1.92997  0.38
H3 -1.34174 0.99024 -1.49991  0.37
H4 -0.41938 -0.31955 -1.90162  0.35

No. 8
H4N2O2S2 | ωB97M-V with the def2-TZVPD basis set

The gap between HOMO and LUMO (alpha / beta) is 7.302 / 7.302 eV. The HOMO energy (alpha / beta) is -9.0 / -9.0 eV. The LUMO energy (alpha / beta) comes out at -1.7 / -1.7 eV. The energy relative to the best compared isomer or geometry (same formula, charge and spin) comes out at 43.8 kcal per mole. As for the spin multiplicity: 1.

Each line ends with the natural charge from an NBO analysis.
Cartesian coordinates (Å):
N1 2.50516 0.34788 0.90419  -1.09
N2 -2.06916 -1.07329 0.27656  -0.91
O1 1.03661 -1.49006 0.11833  -0.94
O2 -0.24033 0.88946 -0.09915  -0.95
S1 1.57923 -0.18370 -0.15761  1.58
S2 -2.38746 0.53299 0.15932  0.62
H1 3.00511 1.18043 0.96802  0.39
H2 -0.14308 1.77868 0.20884  0.47
H3 -1.68124 -1.54782 -0.56241  0.42
H4 -1.67533 -1.33389 1.13625  0.40

No. 9
H4N2O2Si | ωB97M-V with the def2-TZVPD basis set

The gap between HOMO and LUMO is 8.332 eV. The HOMO energy is -9.3 eV. The LUMO energy comes out at -0.9 eV. The energy relative to the best compared isomer or geometry (same formula, charge and spin) comes out at 49.2 kcal per mole. As for the spin multiplicity: 1.

Each line ends with the natural charge from an NBO analysis.
Cartesian coordinates (Å):
N1 0.35029 0.87081 0.86444  -1.36
Si1 -0.97529 -0.01725 1.11970  1.43
H1 1.11106 0.94198 1.49003  0.40
H2 -1.95903 0.27998 0.14830  -0.18
H3 -1.45427 -0.73576 2.37124  -0.18
O1 0.44584 -1.42549 -2.58995  -0.36
N2 0.29018 -0.67576 -1.65214  0.28
O2 1.24811 0.15024 -1.35370  -0.52
H4 0.94310 0.61124 -0.39791  0.49